C41H51BiN7O6PS2Si as an isolated structure. Source: the OMol25 dataset; level of theory: wB97M-V/def2-TZVPD.

* gap between HOMO and LUMO: 0.296 hartree
* DFT total energy: -4069.61199 Ha
* E_LUMO: 0.00609 Ha
* HOMO: -0.28985 Ha
* energy above the lowest of the compared OMol25 structures with the same formula, charge and spin: 16.5 kcal/mol

Structure (ORCA input):
```
! wB97M-V def2-TZVPD RIJCOSX def2/J DEFGRID3
* xyz 0 1
Bi -0.082 0.000 0.811
C 2.232 -1.519 6.237
N 1.227 -1.032 5.305
C 0.171 -0.217 5.615
C -0.522 -0.024 4.455
N 0.093 -0.708 3.447
C 1.144 -1.299 3.969
P 2.279 -2.410 3.087
C 2.912 -1.279 1.812
N 2.240 -0.678 0.844
C 3.139 0.040 0.105
C 4.379 -0.130 0.633
N 4.232 -0.975 1.703
C 5.304 -1.387 2.602
C 1.085 -3.325 2.068
N 0.135 -2.809 1.310
C -0.628 -3.858 0.889
C -0.131 -5.027 1.394
N 0.962 -4.686 2.140
C 1.811 -5.616 2.872
H 2.015 -1.116 7.222
H 3.227 -1.192 5.940
H 2.219 -2.606 6.291
H 0.014 0.146 6.617
H -1.409 0.562 4.273
H 2.825 0.605 -0.758
H 5.339 0.261 0.342
H 6.238 -0.977 2.229
H 5.382 -2.471 2.640
H 5.130 -1.005 3.605
H -1.486 -3.710 0.251
H -0.446 -6.051 1.279
H 1.696 -6.608 2.443
H 1.538 -5.653 3.926
H 2.852 -5.318 2.787
C -2.629 8.579 0.840
C -2.361 7.096 0.791
C -1.828 6.429 1.889
C -1.625 5.057 1.863
C -1.957 4.352 0.716
C -2.473 4.996 -0.401
C -2.671 6.364 -0.355
S -1.807 2.596 0.697
O -1.839 2.181 2.099
O -2.872 2.064 -0.131
N -0.413 2.205 0.020
C 0.733 3.048 0.395
C 1.347 2.665 1.742
O 1.928 3.498 2.416
O 1.232 1.407 2.042
H -2.155 9.037 1.707
H -3.702 8.770 0.902
H -2.257 9.075 -0.058
H -1.565 6.990 2.779
H -1.210 4.532 2.714
H -2.717 4.419 -1.285
H -3.075 6.877 -1.221
H 0.483 4.107 0.414
H 1.506 2.911 -0.366
O -3.183 -1.567 2.617
S -3.400 -0.535 1.547
C -4.822 0.480 2.086
C -5.962 0.251 1.100
C -5.833 -1.207 0.657
C -4.379 -1.338 0.232
H -4.489 1.516 2.150
H -5.032 0.087 3.082
H -5.831 0.909 0.237
H -6.932 0.467 1.550
H -6.529 -1.472 -0.141
H -6.022 -1.869 1.506
H -4.177 -0.790 -0.694
H -4.007 -2.359 0.153
C -0.425 -2.814 -4.639
C -0.538 -2.346 -3.182
C -1.989 -1.967 -2.846
C -0.137 -3.530 -2.285
Si 0.605 -0.886 -2.768
O 0.389 -0.378 -1.260
C 0.389 0.599 -3.911
C 1.237 1.692 -3.687
C 1.180 2.834 -4.471
C 0.262 2.914 -5.511
C -0.605 1.857 -5.742
C -0.542 0.717 -4.946
C 2.368 -1.511 -3.067
C 3.008 -2.352 -2.146
C 4.271 -2.872 -2.391
C 4.934 -2.561 -3.573
C 4.322 -1.734 -4.504
C 3.054 -1.219 -4.251
H -1.001 -3.739 -4.771
H 0.615 -3.032 -4.903
H -0.802 -2.087 -5.358
H -2.663 -2.810 -3.042
H -2.341 -1.111 -3.430
H -2.083 -1.697 -1.787
H -0.862 -4.345 -2.399
H -0.109 -3.247 -1.227
H 0.847 -3.918 -2.557
H 1.958 1.646 -2.875
H 1.846 3.664 -4.269
H 0.222 3.798 -6.136
H -1.337 1.919 -6.538
H -1.246 -0.083 -5.139
H 2.502 -2.603 -1.217
H 4.738 -3.528 -1.664
H 5.921 -2.964 -3.767
H 4.830 -1.489 -5.429
H 2.590 -0.573 -4.990
*
```

C41H52AsBr2N3O7Si2Tc as an isolated structure in a non-equilibrium geometry. Source: the OMol25 dataset; level of theory: wB97M-V/def2-TZVPD.

* gap between HOMO and LUMO (spin up / spin down): 0.223 / 0.212 hartree
* DFT total energy: -10328.16213 Ha
* E_LUMO (spin up / spin down): -0.06915 / -0.07902 Ha
* HOMO (spin up / spin down): -0.29195 / -0.29082 Ha
* energy above the lowest of the compared OMol25 structures with the same formula, charge and spin: 42.0 kcal/mol
* <S²>: 3.836

Structure (ORCA input):
```
! wB97M-V def2-TZVPD RIJCOSX def2/J DEFGRID3
* xyz 0 4
Tc 1.264 -0.177 0.420
C -3.974 0.246 5.989
C -4.320 -1.005 5.164
C -5.771 -0.888 4.693
C -4.196 -2.253 6.048
C -3.344 -1.097 4.006
C -1.979 -1.172 4.254
C -1.086 -1.134 3.210
Br 0.752 -1.440 3.647
C -1.464 -0.959 1.852
O -0.588 -0.657 0.938
C -2.857 -1.136 1.597
C -3.731 -1.172 2.675
C -3.477 -1.424 0.228
C -4.699 -0.527 -0.023
C -2.518 -1.267 -0.953
C -3.939 -2.895 0.268
H -4.660 0.355 6.826
H -4.047 1.140 5.372
H -2.967 0.185 6.390
H -6.416 -0.758 5.559
H -6.086 -1.791 4.174
H -5.902 -0.030 4.038
H -4.871 -2.170 6.897
H -3.184 -2.368 6.424
H -4.455 -3.147 5.483
H -1.594 -1.272 5.256
H -4.779 -1.281 2.456
H -4.452 0.522 0.097
H -5.517 -0.762 0.648
H -5.060 -0.675 -1.037
H -2.217 -0.230 -1.089
H -3.006 -1.604 -1.868
H -1.628 -1.871 -0.810
H -4.631 -3.072 1.087
H -3.087 -3.559 0.401
H -4.439 -3.161 -0.661
C 1.055 -3.828 0.756
O 1.027 -2.803 -0.217
C 0.910 -3.162 -1.524
C 0.924 -4.468 -1.985
C 0.866 -4.695 -3.354
Br 0.842 -6.489 -3.979
C 0.823 -3.662 -4.261
C 0.777 -2.339 -3.808
C 0.787 -2.097 -2.433
O 0.696 -0.832 -1.896
C 0.799 -1.303 -4.831
N 1.307 -1.536 -6.010
C 1.191 -0.378 -6.724
C 1.560 -0.094 -8.037
C 1.299 1.176 -8.504
C 0.702 2.149 -7.696
C 0.330 1.886 -6.392
C 0.579 0.609 -5.916
N 0.357 0.003 -4.698
H 0.143 -4.430 0.709
H 1.107 -3.334 1.724
H 1.933 -4.471 0.645
H 0.994 -5.304 -1.309
H 0.818 -3.837 -5.325
H 0.939 -0.176 -2.568
H 2.023 -0.847 -8.655
H 1.562 1.438 -9.518
H 0.527 3.134 -8.103
H -0.131 2.641 -5.773
H -0.263 0.373 -3.994
O 7.725 -2.045 -1.022
C 7.526 -1.007 -0.413
O 8.215 -0.131 0.084
C 5.974 -0.694 -0.253
C 5.137 -0.786 -1.358
C 3.794 -0.521 -1.206
N 3.243 -0.168 -0.037
C 4.078 -0.023 1.015
C 5.436 -0.273 0.951
C 3.384 0.523 2.233
O 3.976 0.895 3.223
O 2.108 0.620 2.053
H 5.533 -1.063 -2.322
H 3.128 -0.595 -2.056
H 6.048 -0.137 1.827
C 4.361 2.911 -0.754
Si 2.732 3.560 0.020
C 2.983 4.037 1.855
C 2.266 5.121 -1.001
As 0.851 2.087 -0.386
Si -0.680 2.941 1.255
C -0.290 2.473 3.065
C -2.399 2.288 0.717
C -0.851 4.842 1.061
H 4.989 3.738 -1.070
H 4.178 2.294 -1.631
H 4.941 2.328 -0.046
H 3.688 4.859 1.940
H 3.385 3.206 2.429
H 2.052 4.349 2.321
H 2.809 5.994 -0.657
H 1.205 5.339 -0.942
H 2.510 4.979 -2.049
H 0.689 2.011 3.155
H -1.022 1.756 3.423
H -0.315 3.337 3.723
H -2.362 1.218 0.552
H -2.706 2.766 -0.208
H -3.165 2.474 1.465
H 0.060 5.383 1.290
H -1.626 5.205 1.728
H -1.144 5.094 0.045
*
```

Question: The lowest DFT total energy belongs to which entry?
Answer: C41H52AsBr2N3O7Si2Tc

Question: Number 1 is which compound?
Answer: C41H51BiN7O6PS2Si

Question: Among the records above, which one has the lowest energy above the lowest of the compared OMol25 structures with the same formula, charge and spin?
Answer: C41H51BiN7O6PS2Si